No. 1
A molecular structure, C4H7O2Tl. Source: OMol25; level of theory: ωB97M-V/def2-TZVPD.

Structure (XYZ):
```
14
Properties=species:S:1:pos:R:3:lowdin_charge:R:1
Tl -2.2176 -0.7935 -1.5336 1.429
O 1.3476 -2.0320 0.3122 0.089
O -1.8990 0.6776 -0.4937 -0.289
C -1.0923 1.0708 0.4667 -0.164
C 0.3083 1.5257 0.2155 0.035
C 0.3289 0.0801 0.6671 0.002
C 0.6615 -0.9661 -0.2609 -0.216
H -0.3590 -1.5692 -0.9890 0.079
H 1.6233 -2.6455 -0.3746 0.144
H 0.5757 1.6970 -0.8311 0.160
H -1.5667 1.4322 1.3907 0.197
H 0.5218 -0.1304 1.7218 0.190
H 1.0608 -0.6014 -1.2177 0.166
H 0.7067 2.2548 0.9266 0.177
```

The value obtained for the relative energy (zero: lowest compared OMol25 entry of this formula, charge and spin) is 242.3 kJ/mol. As for the frontier orbital gap (spin up / spin down): 6.7 / 6.4 eV. The electronic energy is -478.64831 Eh. As for the HOMO energy (spin up / spin down): -19.47 / -19.61 eV. The charge is +2.

No. 2
A molecular structure, C4H7O2Tm. Source: OMol25; level of theory: ωB97M-V/def2-TZVPD.

Structure (XYZ):
```
14
Properties=species:S:1:pos:R:3:nbo_charge:R:1
Tm 1.6896 -2.1947 -1.3176 1.549
O -0.8456 -0.1867 -0.2070 -0.548
O 1.0753 1.0844 -1.7642 -0.590
C 0.1079 1.7121 -1.3924 0.445
C 0.0345 -0.5399 0.8996 -0.123
C -0.9553 1.1709 -0.4768 -0.182
C 0.5719 -1.9385 0.8366 -1.035
H -0.2045 -2.7072 0.9808 0.245
H -0.5777 -0.5774 1.8120 0.200
H 1.2850 -2.1128 1.6618 0.250
H -0.9241 1.7727 0.4526 0.216
H 0.0209 2.7940 -1.6284 0.146
H -1.9244 1.3704 -0.9671 0.238
H 0.6465 0.3529 1.1102 0.191
```

Its spin multiplicity is 4. The value obtained for the relative energy (zero: lowest compared OMol25 entry of this formula, charge and spin) is 0.0 kJ/mol. As for the frontier orbital gap (spin up / spin down): 7.2 / 6.9 eV. The electronic energy is -1391.86991 Eh. As for the HOMO energy (spin up / spin down): -11.44 / -12.80 eV. The charge is +1.

No. 3
A gas-phase ion, C4H7O3 (charge -1). Source: OMol25; level of theory: ωB97M-V/def2-TZVPD.

Structure (XYZ):
```
14
Properties=species:S:1:pos:R:3:nbo_charge:R:1
O 0.1914 -0.3670 2.7711 -0.726
O 0.2880 1.9750 -1.4560 -0.961
O 0.7497 -2.0698 1.4304 -0.630
C 0.3466 0.1682 0.4600 -0.531
C -0.2373 0.8491 -1.9550 0.006
C 0.4265 -0.9182 1.4899 0.814
C -0.5615 -0.2240 -0.7072 -0.457
H 0.2786 -1.1199 3.3535 0.465
H -1.2530 1.0827 -2.3561 0.081
H -0.0830 1.1042 0.8005 0.258
H -0.4231 -1.2514 -1.0250 0.181
H 0.4439 0.3646 -2.6910 0.079
H -1.5679 0.0301 -0.3572 0.175
H 1.4012 0.3763 0.2419 0.247
```

The value obtained for the relative energy (zero: lowest compared OMol25 entry of this formula, charge and spin) is 211.5 kJ/mol. Its SMILES is O=C(O)CCC[O-]. As for the frontier orbital gap: 5.8 eV. The electronic energy is -382.32813 Eh. As for the HOMO energy: -2.40 eV. The charge is -1.

No. 4
2 unconnected molecules or ions with the total composition C4H7O3. Source: OMol25; level of theory: ωB97M-V/def2-TZVPD.

Structure (XYZ):
```
14
Properties=species:S:1:pos:R:3:nbo_charge:R:1
O -3.5068 1.9021 -0.7925 -0.510
O 2.8385 -3.1422 1.6039 -0.446
O -0.1802 0.6871 -0.8617 -0.544
C 2.8713 -1.9641 1.5355 0.325
C -2.3801 1.6655 -1.1302 0.432
C 0.7230 -0.1340 -0.0952 -0.257
C -1.4995 0.6653 -0.4126 -0.175
H -1.9152 -0.3306 -0.6432 0.190
H 0.3883 -1.1856 -0.1515 0.177
H 3.7036 -1.3183 1.9192 0.129
H 1.7066 -0.0136 -0.5643 0.200
H -1.5766 0.8119 0.6785 0.191
H -1.9279 2.1451 -2.0431 0.114
H 0.7551 0.2115 0.9572 0.173
```

Its spin multiplicity is 2. The value obtained for the relative energy (zero: lowest compared OMol25 entry of this formula, charge and spin) is 88.5 kJ/mol. As for the frontier orbital gap (spin up / spin down): 9.4 / 9.6 eV. The electronic energy is -382.20893 Eh. As for the HOMO energy (spin up / spin down): -8.88 / -9.97 eV. The charge is 0.

No. 5
A molecular structure, C4H7O3Rb. Source: OMol25; level of theory: ωB97M-V/def2-TZVPD.

Structure (XYZ):
```
15
Properties=species:S:1:pos:R:3:nbo_charge:R:1
Rb -4.7850 3.3520 0.6418 0.999
O 0.8236 0.9882 0.2393 -0.396
O -0.4916 -0.7948 0.1235 -0.480
O -1.3782 1.2656 0.3544 -0.528
C 1.9042 0.2598 0.8145 -0.158
C -0.4990 0.4719 0.2119 1.010
C 2.2642 0.4086 -0.5714 0.001
C -1.6814 -1.5020 -0.3076 -0.259
H 1.6377 -0.7125 1.2344 0.296
H -2.4081 -1.4901 0.5110 0.219
H -1.3423 -2.5166 -0.5205 0.242
H 3.2747 0.5608 -0.9425 0.261
H 1.7715 -0.2621 -1.2856 0.222
H -2.0691 -1.0213 -1.2112 0.214
H 2.9788 0.9924 0.7081 0.354
```

As for the frontier orbital gap: 9.9 eV. The electronic energy is -405.63796 Eh. As for the HOMO energy: -18.80 eV. The charge is +2.

No. 6
2 unconnected molecules or ions with the total composition C4H7O3S. Source: OMol25; level of theory: ωB97M-V/def2-TZVPD.

Structure (XYZ):
```
15
Properties=species:S:1:pos:R:3:nbo_charge:R:1
S -1.4140 -1.3484 1.0255 -0.411
O 2.1487 -0.9487 1.2771 -0.741
O 0.6101 -1.6492 -0.9470 -0.802
O 2.6470 1.0958 0.2674 -0.664
C 1.0383 -0.2755 -0.7778 -0.078
C -0.8429 0.2870 0.5803 -0.272
C -1.8010 1.1114 -0.3262 -0.671
C 2.0325 0.0188 0.2524 0.707
H 1.2383 0.1784 -1.7250 0.174
H -0.3362 -1.7139 -0.4996 0.450
H -2.3704 1.7499 0.3696 0.197
H -0.4494 0.9302 1.3639 0.180
H -2.6338 0.5333 -0.9250 0.205
H -1.2587 1.6951 -1.0846 0.211
H 1.3915 -1.6643 1.1489 0.516
```

The value obtained for the relative energy (zero: lowest compared OMol25 entry of this formula, charge and spin) is 192.6 kJ/mol. As for the frontier orbital gap (spin up / spin down): 7.4 / 7.4 eV. The electronic energy is -780.50936 Eh. As for the HOMO energy (spin up / spin down): -3.84 / -3.84 eV. The charge is -1.

- Which formula does entry 2 have?
  C4H7O2Tm

- Look up the electronic energy of the second one.
  -1391.86991 Eh